Density functional theory data (ωB97M-V/def2-TZVPD) for an isolated molecule of C5H8N2 at a distorted geometry.

Each line ends with the Löwdin charge.
Element x y z (Å)
C (-2.2792, -0.2290, -0.2326)  -0.006
N (-1.3393, -0.0681, 0.6970)  -0.214
C (-0.2702, -0.8518, 0.5153)  -0.157
C (0.6529, 0.0659, -0.0411)  -0.420
C (2.0517, -0.2965, -0.2498)  -0.070
C (0.1772, 1.3682, 0.4709)  -0.092
N (-1.0376, 1.3134, 0.8650)  0.120
H (0.0133, 0.1859, -1.1685)  0.216
H (-3.0838, 0.4626, -0.1311)  0.049
H (-2.3997, -1.2503, -0.5536)  0.064
H (-0.4170, -1.8853, 0.2158)  0.126
H (2.5225, 0.5051, -0.8111)  0.082
H (2.1416, -1.2594, -0.7494)  0.088
H (2.5547, -0.3703, 0.7120)  0.088
H (0.7129, 2.3097, 0.4612)  0.126

Forces on atoms 1 to 6 (eV/Å):
-2.050 -0.080 0.316
-0.292 -0.110 -1.758
0.898 -0.687 2.383
-0.998 0.009 -2.029
1.170 0.336 0.068
-0.165 0.346 0.407

As for the HOMO energy (alpha / beta): -7.036 / -7.012 eV.

Density functional theory data (ωB97M-V/def2-TZVPD) for an isolated molecule of C5H8N2.

Each line ends with the Löwdin charge.
Element x y z (Å)
C (-1.2313, -1.3760, 0.3174)  -0.036
N (-0.1481, -0.4108, 0.4633)  -0.116
C (1.1539, -0.8879, 0.5062)  -0.133
C (1.9687, -0.0229, -0.1540)  -0.100
C (1.1564, 1.0712, -0.5966)  -0.058
C (-0.1240, 0.8066, -0.1927)  -0.370
N (-1.3172, 1.5383, -0.3566)  0.094
H (-1.9749, -0.9789, -0.3766)  0.082
H (-0.8091, -2.2872, -0.1184)  0.085
H (-1.7098, -1.6335, 1.2664)  0.082
H (1.3552, -1.8223, 1.0128)  0.111
H (3.0310, -0.1506, -0.3079)  0.091
H (1.4814, 1.9530, -1.1334)  0.094
H (-1.7073, 1.8102, 0.5420)  0.090
H (-1.1250, 2.3908, -0.8719)  0.084

Forces on atoms 1 to 6 (eV/Å):
-0.191 -0.088 0.031
0.135 0.088 -0.176
0.107 -0.085 -0.066
0.053 -0.022 0.066
-0.025 0.087 0.008
0.134 -0.116 -0.003

As for the HOMO energy: -7.585 eV.

Density functional theory data (ωB97M-V/def2-TZVPD) for an isolated molecule of C5H8N2 at a distorted geometry.

Each line ends with the Löwdin charge.
Element x y z (Å)
C (0.2646, 0.3171, -1.9027)  -0.033
N (-0.3056, 0.2971, -0.5154)  -0.076
C (-1.4493, 0.8899, 0.1728)  -0.085
C (-1.4030, 0.4452, 1.4746)  -0.134
C (-0.2372, -0.3444, 1.6385)  -0.084
C (0.4180, -0.3988, 0.4367)  -0.366
N (1.6089, -1.1219, 0.1337)  0.083
H (0.7957, -0.6237, -2.1693)  0.084
H (-0.5297, 0.4408, -2.6332)  0.074
H (0.9981, 1.1250, -2.0500)  0.080
H (-2.3828, 1.3557, -0.2066)  0.107
H (-2.1447, 0.6823, 2.2372)  0.095
H (0.0661, -0.8171, 2.5542)  0.089
H (2.4213, -0.5590, -0.1020)  0.084
H (1.8797, -1.6882, 0.9317)  0.082

Forces on atoms 1 to 6 (eV/Å):
-0.487 0.262 0.244
0.240 -0.132 0.180
0.214 -0.998 -0.339
0.258 0.192 -0.590
-0.110 0.100 0.260
-0.169 0.074 0.265

As for the HOMO energy: -7.552 eV.

Density functional theory data (ωB97M-V/def2-TZVPD) for an isolated molecule of C5H8N2.

Each line ends with the Löwdin charge.
Element x y z (Å)
C (-2.0965, 0.0657, 0.4250)  -0.088
C (-1.0426, -0.1723, -0.6607)  -0.186
N (0.3712, -0.0405, -0.1945)  -0.092
C (1.2561, -0.9053, 0.4234)  -0.078
C (2.4748, -0.2268, 0.4515)  -0.161
N (2.3419, 1.0259, -0.1070)  0.040
C (1.0900, 1.0879, -0.4662)  -0.213
H (-3.1185, -0.0174, 0.0233)  0.077
H (-1.9842, -0.6759, 1.2179)  0.069
H (-1.9960, 1.0658, 0.8598)  0.075
H (-1.2028, 0.5722, -1.4582)  0.113
H (-1.2144, -1.1437, -1.1423)  0.117
H (0.9807, -1.8480, 0.8981)  0.109
H (3.4954, -0.5507, 0.6969)  0.096
H (0.6550, 1.9098, -1.0119)  0.120

Forces on atoms 1 to 6 (eV/Å):
0.149 -0.061 0.103
0.013 0.060 0.068
-0.572 0.510 -0.350
0.887 0.182 0.337
-0.218 -0.221 -0.308
-0.219 -0.575 0.081

As for the HOMO energy: -8.643 eV.

Density functional theory data (ωB97M-V/def2-TZVPD) for an isolated molecule of C5H8N2 at a distorted geometry.

Each line ends with the Löwdin charge.
Element x y z (Å)
C (0.4260, 1.5382, 1.4477)  -0.096
C (0.5749, 0.0719, 1.1296)  -0.195
C (-0.0229, -0.3083, -0.2000)  -0.274
C (-0.7317, 0.4306, -1.1018)  -0.113
N (-1.0680, -0.3451, -2.2016)  0.043
C (-0.5773, -1.5181, -1.9690)  -0.223
N (0.0915, -1.5474, -0.7809)  0.084
H (1.3463, 2.1059, 1.3815)  0.075
H (0.0440, 1.6850, 2.4379)  0.064
H (-0.3064, 2.0247, 0.8021)  0.061
H (1.5858, -0.3336, 1.1851)  0.110
H (0.0383, -0.5182, 1.8808)  0.109
H (-1.0819, 1.4459, -1.1214)  0.095
H (-0.6731, -2.3608, -2.6257)  0.109
H (0.3544, -2.3707, -0.2640)  0.151

Forces on atoms 1 to 6 (eV/Å):
-0.078 0.625 -0.214
-0.626 -1.383 -0.280
0.075 0.926 -0.043
-0.297 -0.384 -0.753
-0.120 0.404 -0.032
0.009 -0.017 0.107

As for the HOMO energy: -8.561 eV.

Density functional theory data (ωB97M-V/def2-TZVPD) for an isolated molecule of C5H8N2.

Each line ends with the Löwdin charge.
Element x y z (Å)
C (-0.3747, 0.9537, 1.7578)  -0.064
C (-0.3376, 1.0163, 0.2041)  -0.317
C (0.9129, 0.2454, -0.3035)  -0.149
N (0.3581, -1.1181, -0.2881)  -0.023
C (-0.0445, -1.8115, -1.5290)  -0.004
C (-0.8738, -0.8150, -0.8401)  -0.344
N (-1.4067, 0.3318, -0.6754)  0.129
H (0.2680, 0.1515, 2.1406)  0.068
H (-1.3668, 0.8166, 2.1903)  0.071
H (0.0251, 1.8877, 2.1784)  0.072
H (-0.3586, 2.0689, -0.0945)  0.120
H (1.1445, 0.5527, -1.3350)  0.120
H (1.8003, 0.2975, 0.3256)  0.112
H (0.4884, -1.5471, -2.4456)  0.111
H (-0.2023, -2.8778, -1.3840)  0.100

Forces on atoms 1 to 6 (eV/Å):
-0.153 -0.078 -0.062
0.158 0.099 -0.019
0.268 0.202 0.004
0.285 -0.012 0.183
-0.111 -0.164 -0.237
-0.052 0.204 0.334

As for the HOMO energy: -9.470 eV.

Density functional theory data (ωB97M-V/def2-TZVPD) for C5H8N2 as an isolated structure at a distorted geometry.

Each line ends with the Löwdin charge.
Element x y z (Å)
C (-2.1173, 0.1564, -0.0792)  -0.053
C (-1.0321, -0.3387, -0.9981)  -0.355
C (0.1484, 0.4646, -1.4069)  -0.168
C (0.7633, 0.9093, -0.2368)  -0.269
N (1.5706, 1.3400, 0.5896)  0.136
N (0.2472, -0.7077, -0.4740)  0.026
C (2.0545, -0.3712, 1.4545)  0.094
H (-1.7046, 0.8809, 0.6289)  0.076
H (-2.9270, 0.6255, -0.6444)  0.075
H (-2.5349, -0.6772, 0.4990)  0.079
H (-1.3717, -0.9738, -1.8245)  0.136
H (0.6363, 0.4361, -2.3676)  0.128
H (1.3310, -1.1326, 1.1361)  0.026
H (3.0847, -0.7784, 1.3786)  0.056
H (1.8517, 0.1668, 2.3450)  0.014

Forces on atoms 1 to 6 (eV/Å):
-0.040 0.122 0.024
-0.228 0.209 -0.113
-0.378 0.755 -0.891
0.482 -1.767 0.951
0.511 -3.001 -0.086
0.093 0.018 -0.138

As for the HOMO energy (alpha / beta): -8.457 / -8.458 eV.

Density functional theory data (ωB97M-V/def2-TZVPD) for C5H8N2 as an isolated structure.

Each line ends with the Löwdin charge.
Element x y z (Å)
C (-1.0016, 1.0695, -0.2723)  -0.051
C (-0.3155, -0.2864, -0.1295)  -0.680
C (1.3078, -0.0475, -0.9221)  -0.045
C (1.9148, 0.2713, 0.3117)  -0.196
N (1.7260, 0.2181, 1.4836)  0.148
C (0.0709, -0.6446, 1.2679)  0.020
N (-0.9951, -1.4102, -0.4162)  0.105
H (-0.3606, 1.9029, 0.0346)  0.084
H (-1.3226, 1.2363, -1.3069)  0.085
H (-1.8931, 1.0738, 0.3651)  0.084
H (1.2656, 0.7392, -1.6733)  0.096
H (1.6585, -0.9937, -1.3349)  0.106
H (-0.5938, -0.2886, 2.0527)  0.101
H (0.4320, -1.6589, 1.3958)  0.099
H (-1.8933, -1.1813, -0.8563)  0.045

Forces on atoms 1 to 6 (eV/Å):
-0.034 0.038 -0.022
-0.041 0.058 0.146
0.181 0.010 -0.178
-0.325 -0.132 0.707
0.116 0.064 -0.779
-0.122 -0.121 0.086

As for the HOMO energy (alpha / beta): -8.541 / -8.538 eV.

Density functional theory data (ωB97M-V/def2-TZVPD) for C5H8N2 as an isolated structure at a distorted geometry.

Each line ends with the Löwdin charge.
Element x y z (Å)
C (1.1132, -1.0936, -0.6035)  -0.033
C (0.7178, 0.2063, 0.0343)  -0.389
N (1.7508, 0.9787, 0.5368)  0.126
C (-0.5417, 0.8469, -0.2876)  -0.135
C (-0.9987, 0.0495, 0.9082)  -0.002
N (-2.9278, 0.1857, -0.7717)  0.083
C (-1.7823, -0.0101, -0.2357)  -0.381
H (1.4979, 1.8352, 1.0128)  0.104
H (2.5643, 0.5078, 0.9091)  0.099
H (-3.5576, -0.5950, -0.5737)  0.034
H (-0.6115, 1.9315, -0.3575)  0.130
H (-0.8863, -0.5979, 1.7583)  0.107
H (0.2348, -1.6272, -0.9648)  0.087
H (1.6652, -1.7259, 0.0980)  0.082
H (1.7621, -0.8918, -1.4631)  0.089

Forces on atoms 1 to 6 (eV/Å):
0.082 -0.043 0.069
-1.736 -0.172 -1.519
-0.559 -0.125 0.319
1.371 1.748 -0.108
-0.239 -2.903 0.545
0.554 -1.546 -1.402

As for the HOMO energy: -7.585 eV.

Density functional theory data (ωB97M-V/def2-TZVPD) for C5H8N2 as an isolated structure at a distorted geometry.

Each line ends with the Löwdin charge.
Element x y z (Å)
C (2.2075, -0.5926, -0.0046)  -0.053
N (0.7972, -0.5795, -0.2269)  -0.294
C (0.1517, 0.6725, -0.5273)  -0.142
C (-1.1074, 0.5994, 0.1022)  -0.393
C (-2.2372, 1.2732, -0.0664)  0.005
C (-0.9986, -0.5748, 0.9598)  -0.074
N (0.0654, -1.2811, 0.7978)  0.085
H (2.5148, -1.6160, 0.1434)  0.088
H (2.3980, -0.0148, 0.8771)  0.096
H (2.6958, -0.1162, -0.8455)  0.097
H (0.3561, 1.0933, -1.4969)  0.100
H (0.3975, -1.3717, -1.2628)  0.277
H (-2.2985, 2.1031, -0.7516)  0.047
H (-3.0994, 1.0088, 0.5179)  0.036
H (-1.7401, -0.9177, 1.6721)  0.126

Forces on atoms 1 to 6 (eV/Å):
0.731 -0.404 -0.376
-3.310 -1.692 -4.389
0.608 0.250 1.052
0.979 -0.667 -0.428
-1.229 0.690 0.069
0.433 -0.549 0.160

As for the HOMO energy (alpha / beta): -6.349 / -6.348 eV.